(1)
The following is a quantum chemistry calculation of C23H49Br14N2O as an isolated structure, from the Open Molecules 2025 dataset.

Geometry as XYZ:
```
89
Properties=species:S:1:pos:R:3:forces:R:3
H -2.631 2.965 0.454 -0.04 -0.02 0.01
C -1.070 -3.064 1.183 1.35 -0.47 0.65
H 2.480 -1.944 3.327 -0.04 -0.14 0.16
H 3.701 0.061 -4.464 -0.03 0.10 -0.19
H 5.505 0.125 0.381 0.04 -0.07 -0.01
H -3.112 -1.682 4.564 -0.30 0.13 0.03
C 2.091 0.166 3.195 0.57 -0.04 0.46
Br 0.041 0.716 6.871 -0.02 -0.08 -0.05
H -1.832 -3.641 1.688 -0.37 0.36 0.10
H -6.139 -2.490 2.100 0.03 0.04 0.01
H 2.467 1.363 4.717 -0.05 0.01 -0.02
H 6.166 1.363 -0.704 0.00 0.01 -0.01
C 2.383 -1.419 1.216 -0.17 0.25 0.62
H -3.356 -1.592 1.663 -0.04 -0.22 -0.03
N -1.413 -1.657 0.864 -0.86 -0.14 -2.07
H -7.659 -0.041 1.054 -0.02 0.03 0.02
H 5.995 -0.366 -2.611 0.01 0.04 0.02
Br -6.150 -2.015 -0.366 0.11 -0.23 0.18
Br 1.975 1.384 -5.682 -1.50 -5.70 -0.85
Br -2.686 -1.503 -3.171 0.25 0.02 0.18
Br -0.082 4.736 -5.360 -0.02 -0.14 0.10
H -3.883 2.059 -1.428 0.01 0.02 0.06
H -1.483 0.812 8.831 -0.03 0.04 0.01
H 1.944 5.260 -6.656 0.04 0.00 -0.01
C -2.243 3.135 -0.548 0.11 -0.12 0.16
H 3.815 -0.978 2.779 0.17 0.02 -0.09
H 3.925 0.130 -7.542 -0.01 0.06 0.02
H 0.727 -3.869 2.111 0.27 -0.07 -0.19
Br -2.548 3.248 7.553 0.03 -0.04 -0.07
Br -5.498 0.392 2.210 -0.10 0.09 0.07
H 2.343 2.983 -5.484 0.79 3.14 0.53
C 0.986 -1.984 0.899 0.31 -0.06 1.37
C -7.149 -0.576 1.848 0.02 -0.04 0.17
Br -0.308 2.972 -0.394 0.00 -0.03 -0.02
H -2.369 1.137 -1.375 0.00 -0.06 0.01
Br 2.873 3.832 -3.213 -0.11 0.00 -0.12
O 2.623 0.441 4.492 -0.09 -0.13 -0.27
C 0.268 -2.909 1.903 0.17 0.45 0.09
C -2.228 -1.799 3.948 0.08 -0.02 0.36
H -0.750 -2.231 -5.357 -0.09 0.07 -0.02
H 2.342 0.972 2.502 -0.15 0.17 -0.09
C 2.741 -1.109 2.682 -0.59 0.09 -0.26
H -7.777 -2.597 1.435 -0.03 0.06 -0.07
H 3.105 -2.136 0.841 0.15 -0.06 -0.09
H -1.514 0.127 -4.622 -0.04 0.00 0.07
H 4.417 1.434 -5.343 0.04 0.06 0.01
H -0.076 -0.821 -0.495 -0.13 0.57 -0.11
Br 3.226 -2.028 -6.518 0.00 0.18 -0.02
H -0.616 -0.120 -3.116 0.10 0.05 -0.05
C -1.113 -0.619 -3.941 -0.08 -0.07 -0.22
Br 3.782 0.967 -1.208 0.08 0.02 -0.08
H -2.744 1.268 6.068 0.03 -0.06 -0.01
H -1.906 -0.526 7.749 -0.03 0.00 -0.01
C -2.462 -0.981 1.688 0.07 1.03 0.45
H -0.846 -3.552 0.239 -0.20 -0.12 -0.17
H 2.020 6.006 -5.048 -0.04 0.07 -0.03
H -1.385 -1.832 4.621 0.29 0.02 0.24
H 7.228 -0.701 -1.380 0.00 0.03 0.03
H -2.701 -0.051 1.182 0.10 0.08 -0.44
H 0.504 -0.976 -5.283 0.00 0.02 0.00
C -0.210 -1.554 -4.702 -0.06 -0.08 0.08
C -2.800 2.123 -1.514 -0.18 0.15 -0.15
H -3.719 1.075 7.539 0.03 -0.03 0.02
C 3.736 0.589 -5.420 0.04 -0.10 -0.01
C -2.743 1.358 7.150 -0.07 0.14 0.16
C 6.161 -0.595 -1.563 0.05 -0.17 0.07
H -7.729 -0.511 2.765 0.01 -0.08 0.01
C -1.661 0.532 7.799 0.05 -0.04 -0.16
H -2.452 4.157 -0.845 0.01 0.00 -0.04
H 3.710 4.118 -5.512 0.09 0.14 -0.04
H -2.290 -2.775 3.470 -0.01 0.02 -0.04
H 5.197 -0.546 -6.507 0.00 0.06 0.04
H -1.832 -1.700 -0.073 -0.27 0.04 0.19
C 5.576 0.451 -0.652 -0.09 0.10 -0.05
H -1.171 -0.254 3.069 -0.03 0.23 0.07
H 1.004 0.074 3.270 -0.21 -0.02 -0.12
Br 0.861 -2.684 -3.549 0.00 -0.04 0.30
C -0.103 -0.946 0.583 0.64 -0.85 -0.71
N -2.078 -0.690 3.009 -0.06 -0.64 0.32
C 4.138 -0.308 -6.573 -0.08 -0.14 0.18
C 2.699 3.952 -5.148 0.54 2.26 0.36
Br 5.405 -2.361 -1.258 -0.05 0.07 -0.04
C -6.865 -2.005 1.456 -0.02 0.20 -0.32
H 0.197 -2.367 2.845 -0.36 -0.16 0.23
Br -2.452 2.637 -3.353 0.03 -0.03 0.03
H -0.007 0.019 1.061 -0.19 0.08 0.37
H 1.150 -2.617 0.060 -0.10 -0.21 -1.20
H 2.517 -0.504 0.630 0.05 -0.21 -0.03
C 1.817 5.088 -5.589 0.23 0.16 0.00
```
Positions in Å, forces in eV/Å.

Values from the calculation:
net charge: +1
highest occupied orbital energy: -10.99 eV
Kohn-Sham gap: 9.06 eV
ΔE to the lowest compared entry with this formula, charge and spin: 94.1 kJ/mol
energy: -37126.4315 a.u.

***

(2)
The following is a quantum chemistry calculation of C23H49Br2F3N2NbO6 as an isolated structure, from the Open Molecules 2025 dataset.

Geometry as XYZ:
```
86
Properties=species:S:1:pos:R:3:forces:R:3
C -5.261 7.262 -2.150 0.45 0.38 0.45
H -1.812 -7.014 0.687 -0.18 0.06 0.07
H -4.034 -8.325 3.030 0.08 0.06 0.01
H -1.101 -4.580 0.836 -0.04 0.02 0.02
H -1.451 7.767 -1.473 0.02 -0.69 -1.18
C -4.601 -4.341 3.801 -0.35 0.13 -0.04
H 1.690 -1.898 -0.333 0.06 0.05 -0.05
C 4.009 -3.110 -1.014 0.16 -0.25 0.41
O 3.938 -0.453 1.755 0.16 -0.08 -0.29
Br -2.287 -0.700 -1.591 0.40 0.28 -1.52
H -0.157 3.387 0.553 -0.36 -0.63 -0.93
H -1.772 3.452 -0.250 1.20 -0.74 -0.02
C 6.185 -4.806 0.948 0.10 0.30 -0.08
Nb 1.108 5.693 -0.983 0.35 1.46 -3.49
C -3.736 -2.647 2.351 -0.10 0.34 -0.32
H -3.940 -1.583 2.197 -0.03 -0.04 0.00
Br -1.679 0.770 0.940 0.77 0.82 0.38
H -4.847 -5.214 3.191 0.18 -0.16 0.09
H 5.901 -0.390 2.305 -0.07 0.05 -0.03
C -1.884 -4.987 1.484 -0.34 -0.33 -0.08
H 5.495 -4.232 -2.067 -0.02 -0.02 -0.01
H 3.858 5.548 -2.018 -0.88 -0.66 -0.23
C -3.556 -3.274 0.962 -0.29 -0.27 0.09
H -0.571 7.535 -4.091 -0.08 -0.81 0.92
H -1.778 -4.535 2.477 0.23 -0.03 0.05
C 5.062 -4.213 -1.062 -0.03 0.49 -0.33
H -0.645 -6.662 1.964 0.01 0.01 -0.03
H -5.265 -4.356 4.668 0.01 0.09 -0.03
O 6.133 -3.928 -0.163 -0.12 -0.42 0.17
C 3.588 3.725 -0.881 -0.59 0.62 -0.43
O -2.518 -7.013 2.666 -0.16 -0.26 -0.33
H 2.782 4.266 -2.878 0.29 0.76 1.02
H 6.177 -5.851 0.626 -0.06 -0.03 0.05
H 7.115 -4.615 1.485 -0.03 0.05 -0.09
O -2.904 7.597 -2.990 0.26 0.00 0.82
H 4.620 -5.198 -0.876 0.01 0.09 0.18
H -3.900 -5.222 1.396 0.06 0.02 -0.02
H -3.570 -4.404 4.157 0.02 -0.04 -0.11
C 3.137 -0.591 0.587 -0.49 0.08 0.05
C 5.255 -0.962 1.637 -0.15 0.13 0.32
H -4.507 -3.176 0.429 0.05 0.11 0.05
F -0.446 0.834 -2.978 -1.41 0.47 1.80
H -1.071 4.174 -2.282 1.08 -0.31 0.16
H -4.302 -7.272 1.634 -0.03 -0.13 -0.16
C -0.532 6.753 -3.259 -0.14 1.18 -1.82
H -4.067 9.164 -2.310 0.18 -0.96 0.36
C 2.436 -1.949 0.465 0.22 -0.06 0.34
H -0.260 6.459 -0.014 0.39 -0.15 0.53
H 3.303 -3.251 -1.839 -0.01 0.03 0.04
O 0.765 6.853 -2.659 -1.32 -1.51 1.74
H 5.289 -2.004 1.967 0.18 -0.10 -0.15
C 3.927 2.951 0.010 -0.77 0.39 0.05
H -0.599 5.756 -3.796 -0.30 0.96 0.80
C -1.357 1.034 -1.942 -0.01 -0.10 -0.85
C -0.695 3.120 -0.393 -0.59 0.42 -0.77
C -0.156 3.938 -1.676 -0.38 -1.89 1.23
H -3.531 8.010 -0.977 -0.11 0.18 -1.22
N -3.192 -4.691 0.904 0.20 0.10 0.07
H -5.339 6.664 -1.199 -0.19 0.35 -1.12
H 1.890 -2.125 1.398 -0.04 0.10 -0.06
H 2.175 7.035 -0.337 0.03 -0.14 0.54
H 2.352 0.162 0.677 0.11 -0.03 0.04
H 5.352 -4.621 1.633 -0.04 -0.19 0.05
H 4.525 -2.155 -1.161 0.06 -0.01 -0.23
C -3.884 8.085 -2.047 -0.94 -0.17 -0.43
F 0.646 1.057 -0.512 -1.74 0.59 -0.57
H 3.901 2.390 0.975 0.30 0.73 -1.58
H 3.943 -3.188 1.014 -0.02 0.03 -0.07
C -3.549 -7.852 2.175 0.07 0.17 0.26
H -2.049 6.097 -1.785 0.27 1.04 -0.51
H -6.156 7.954 -2.206 1.05 -0.76 0.06
H -2.825 -2.691 2.956 0.00 -0.18 0.04
H 3.705 -0.322 -0.309 0.13 -0.07 0.03
H -3.146 -8.635 1.526 -0.05 0.01 -0.07
O -4.851 -3.149 3.077 0.31 -0.08 0.08
C -1.752 7.064 -2.314 0.27 -0.84 1.29
H 1.520 4.770 0.518 -0.23 0.20 0.06
H 5.646 -0.872 0.620 -0.06 -0.07 -0.01
H 0.538 3.202 -2.203 -0.73 1.15 0.17
C 3.033 4.793 -1.905 1.83 -1.88 1.86
H -5.273 6.579 -3.044 0.14 0.73 0.92
H -2.818 -2.695 0.401 0.08 0.00 0.10
N 3.280 -3.130 0.252 -0.04 0.01 -0.23
C -0.653 1.568 -0.601 -0.09 0.60 0.67
C -1.675 -6.489 1.639 0.30 0.42 0.27
F -2.327 1.908 -2.402 1.53 -1.14 0.79
```
Positions in Å, forces in eV/Å.

Values from the calculation:
net charge: -1
highest occupied orbital energy: -5.02 eV
Kohn-Sham gap: 7.14 eV
energy: -6970.9088 a.u.

***

(3)
The following is a quantum chemistry calculation of C23H49Cl7CsFIN4O12PSSi2 as an isolated structure, from the Open Molecules 2025 dataset.

Geometry as XYZ:
```
102
Properties=species:S:1:pos:R:3:forces:R:3
H 2.836 2.034 -2.503 4.14 -0.80 -5.83
H -6.937 -1.706 3.747 0.12 -0.10 -0.04
Si 0.066 -4.752 -1.721 -0.44 -0.50 -0.11
H 4.535 1.686 -2.967 0.17 -0.32 -0.09
H -0.157 4.101 1.064 0.04 -0.06 0.01
C 1.586 -5.038 -0.563 0.42 -0.64 0.33
H -4.884 -4.575 -3.117 -0.11 -0.09 -0.02
H 3.487 -4.340 -0.431 0.00 -0.41 0.40
H 1.356 6.563 -2.799 -0.12 -0.17 -0.05
C -7.569 -1.523 2.886 -0.12 0.32 0.11
C 1.618 -0.366 5.690 0.05 -0.27 0.60
C -0.508 -0.985 -0.974 -0.54 0.96 0.22
H -2.061 -1.672 0.293 -0.25 0.00 -0.03
C -7.297 -7.297 -3.159 0.01 0.12 0.11
C 4.597 10.943 -1.734 0.37 0.11 -0.02
C 3.853 -0.310 -0.524 0.69 0.00 -0.62
C 0.799 4.043 -0.820 -2.81 4.86 0.69
H -8.318 -0.220 0.540 0.01 -0.05 -0.01
C 1.864 -1.863 5.778 0.07 -0.03 -0.20
H -3.872 -4.558 0.712 -0.32 0.09 0.54
C 1.398 6.281 -1.750 -0.36 0.20 -0.01
H 3.533 6.563 -1.633 0.03 0.05 -0.06
H 0.800 0.158 -2.241 -0.76 -0.33 -0.31
H 1.599 4.401 1.138 -0.38 0.19 -0.15
C 2.629 6.911 -1.139 0.21 -0.29 0.23
H -8.377 -2.256 2.864 0.04 -0.04 -0.04
O 0.526 2.864 -1.042 -14.18 9.81 -0.46
C 3.211 10.510 -1.656 -0.06 0.11 -0.01
Cl -5.112 -3.358 2.879 1.13 -0.79 1.27
H 0.496 6.664 -1.274 -0.05 -0.07 0.00
H 3.309 0.396 -3.028 0.09 -0.11 0.15
H 0.451 5.663 0.582 0.25 0.06 -0.06
C -0.163 -0.380 -2.333 0.74 -0.30 0.10
H -1.881 -2.221 -3.428 -0.14 -0.10 -0.46
H 3.772 0.649 3.505 0.05 0.00 0.11
H -8.733 -1.954 0.362 0.04 -0.04 0.01
C -7.934 -1.214 0.285 0.03 0.52 0.08
C -1.937 -1.514 -0.785 0.54 -0.79 0.24
H 3.209 2.248 3.031 0.03 0.05 0.02
Cl -6.668 -8.314 -1.860 0.00 0.01 -0.02
N 2.117 10.169 -1.594 0.03 0.10 -0.03
H 5.211 10.419 -1.004 -0.11 -0.06 0.04
H 1.158 -0.125 4.730 0.13 0.11 -0.04
H 2.514 -2.194 4.966 -0.04 0.00 -0.03
Si -2.279 -3.185 -1.543 -0.83 0.05 0.26
H -7.975 -0.509 2.928 0.00 -0.03 -0.13
O 3.239 -4.988 -3.364 -0.17 -0.01 0.00
O 1.297 4.819 -1.799 -1.83 -0.66 -0.76
H -7.541 -1.201 -0.730 0.09 -0.08 0.04
C 0.721 0.113 6.819 -0.07 0.20 -0.07
O -2.090 -3.137 -3.205 0.36 0.16 0.71
H 4.590 2.870 -0.337 0.43 -0.74 0.18
N 4.595 1.133 0.950 -0.02 0.15 -0.48
H 4.369 -0.879 1.574 -0.16 -0.19 -0.14
O -1.274 -4.378 -0.872 0.71 0.57 -0.77
H -1.896 -6.207 -6.388 -0.04 0.01 -0.02
Cl -5.968 -6.797 -4.208 -0.06 -0.23 -0.28
C 5.125 1.716 2.185 -0.05 0.11 0.50
Cl -0.262 -6.489 -2.768 0.28 0.27 0.19
C 4.410 1.807 -0.177 5.34 -2.54 0.66
C 4.266 -0.186 0.758 -0.27 -0.06 0.69
H 0.557 1.189 6.748 -0.03 -0.01 -0.05
N 2.969 -4.955 -1.055 -0.59 1.27 -0.56
Cl 3.357 4.089 -0.604 3.43 6.08 1.22
H -0.369 -0.194 -0.227 0.11 -0.04 0.02
S -6.563 -1.708 1.402 -0.66 0.21 -0.93
H 0.229 -1.761 -0.737 0.04 -0.03 -0.10
H 4.683 12.011 -1.539 -0.13 0.01 0.02
C 3.639 1.285 -2.492 4.94 -1.50 -4.30
H 2.558 7.994 -1.248 -0.23 -0.23 -0.07
H -2.724 -0.816 -1.074 0.06 0.09 -0.04
Cs 2.134 1.995 -1.020 -6.58 -9.09 9.74
H 3.290 0.136 6.576 -0.07 -0.02 0.03
C 3.096 -4.420 -2.347 0.10 -0.24 -0.45
O -5.202 -2.572 -1.603 -0.09 0.48 -0.23
H 0.007 -1.168 -3.068 -0.24 0.15 -0.23
H 2.734 6.673 -0.084 -0.02 0.07 0.06
H 5.011 10.749 -2.722 -0.11 -0.04 -0.04
H 1.189 -0.079 7.788 0.00 -0.12 -0.02
Cl -8.480 -8.215 -4.106 0.01 -0.01 -0.01
Cl -8.073 -5.872 -2.469 0.01 -0.03 -0.01
N 3.956 0.941 -1.096 8.10 -3.93 -0.72
H 0.442 -3.646 -2.611 0.15 -0.09 -0.10
H 6.023 1.162 2.458 0.00 -0.04 -0.08
F 3.035 -3.034 -2.366 0.23 -0.14 0.37
H 0.930 -2.422 5.724 0.01 -0.01 0.02
O -4.659 -4.269 0.229 0.20 -0.60 -1.07
I -1.601 1.018 -3.118 0.32 -0.35 0.08
H 4.508 2.077 4.218 0.00 -0.03 0.02
O -4.706 -4.963 -2.250 0.42 0.04 0.65
O -2.439 -6.366 -5.611 0.06 -0.04 0.00
O 1.455 -5.288 0.600 -0.20 0.24 0.10
H -0.247 -0.388 6.795 0.01 -0.01 0.02
H 3.508 -1.135 -1.114 -0.11 -0.27 0.06
O -5.595 -0.567 1.381 -0.21 0.16 -0.02
H 2.367 -2.116 6.716 -0.09 0.03 0.06
P -4.406 -3.745 -1.226 -0.47 0.07 -0.10
O 2.870 0.337 5.732 -0.03 0.07 -0.28
C 0.677 4.600 0.571 -0.46 -0.33 0.26
H 5.421 2.743 1.977 -0.04 -0.03 -0.21
H -1.810 -6.618 -4.925 -0.11 0.06 0.01
C 4.093 1.668 3.300 -0.08 -0.05 -0.26
```
Positions in Å, forces in eV/Å.

Values from the calculation:
highest occupied orbital energy: -4.98 eV
Kohn-Sham gap: 3.63 eV
energy: -6984.7885 a.u.

***

Number 1: largest force on an atom 0.116 Eh/bohr. Number 2: largest force on an atom 0.074 Eh/bohr. Number 3: largest force on an atom 0.335 Eh/bohr.